[1]
DFT (wB97M-V/def2-TZVPD) results for a structure of composition C15H15N3O3Zr at a distorted geometry.

```
37
Properties=species:S:1:pos:R:3:forces:R:3:nbo_charge:R:1
N -2.31374 -0.49868 0.53295 -2.2 -1.0 1.6 -0.7116
C -3.22003 -0.82558 1.20777 1.6 1.4 -0.2 0.7059
C -4.21754 -1.01693 2.20923 -0.6 -0.5 0.0 -0.7888
H -4.56602 -0.01614 2.53371 0.1 -0.4 -0.1 0.3452
H -3.77093 -1.56495 3.05927 -0.2 0.2 -0.2 0.3340
H -5.06336 -1.59936 1.79133 0.2 0.3 0.3 0.3432
N 0.47367 -1.63717 -1.47301 2.4 -2.4 -1.0 -0.6799
C 0.96637 -2.51333 -2.09465 -1.8 1.4 0.3 0.6795
C 1.22111 -3.55062 -3.06566 1.0 -0.7 -0.3 -0.8066
H 1.70307 -4.43741 -2.60703 -0.3 0.3 0.0 0.3492
H 1.91848 -3.21438 -3.85786 -0.2 0.1 0.4 0.3404
H 0.27912 -3.87735 -3.56171 0.3 0.3 0.5 0.3306
N -0.89819 1.72313 -1.45718 0.0 2.6 -1.4 -0.7154
C -0.93203 2.76432 -2.00083 0.1 -0.9 1.6 0.7163
C -0.92494 4.12487 -2.42837 -0.3 0.1 -0.5 -0.7862
H -1.04091 4.18654 -3.52871 0.2 0.1 0.4 0.3453
H -0.00206 4.58546 -2.05099 0.0 0.1 -0.3 0.3311
H -1.78627 4.62938 -1.95982 0.1 -0.1 -0.1 0.3456
Zr -1.12436 -0.30769 -1.15713 0.2 -1.2 -0.8 1.8458
C -0.37300 -0.12939 -3.58975 3.3 1.4 -4.7 0.4747
O 0.29254 0.10642 -4.51607 -3.5 -1.3 4.6 -0.2929
C -2.02654 -2.70407 -1.25776 -1.4 -5.9 1.7 0.4758
O -2.24225 -3.81274 -0.95663 1.1 6.0 -1.8 -0.2946
C 1.30338 -0.48836 2.80432 -1.2 -0.1 -0.5 -0.0106
C 1.15381 0.89389 3.13124 -0.2 0.7 -0.2 -0.3523
C 1.84301 1.95238 2.17817 -0.9 0.1 0.1 -0.3600
C 2.54690 1.48511 1.03310 -0.3 0.5 -0.9 -0.0072
C 2.54667 0.14357 0.78136 0.7 -0.5 -1.4 -0.1990
C 1.93168 -0.80390 1.62688 -0.1 -1.6 0.1 -0.1950
H 0.78483 -1.22113 3.43741 0.5 0.1 -0.2 0.2861
H 0.32254 1.29071 3.72887 0.4 -0.3 0.1 0.3261
H 1.39455 2.94701 2.20518 0.4 0.0 0.2 0.3208
H 3.00392 2.22049 0.34192 -0.2 -0.6 0.6 0.2875
H 3.04073 -0.22129 -0.13490 -0.1 0.2 0.7 0.2670
H 1.97275 -1.86643 1.35066 0.2 0.5 0.1 0.2656
O 3.33432 1.73364 4.27480 -3.1 -1.1 -3.1 -0.1989
C 2.46871 1.51994 3.46988 3.9 2.0 4.5 0.6834
```
Positions in Å, forces in eV/Å.

Computed properties:
Total charge: +4
Multiplicity: 1
Orbital gap in hartree: 0.113
Molar mass in Da: 376.53


[2]
DFT (wB97M-V/def2-TZVPD) results for the molecule C15H15N5O3S at a distorted geometry.

```
39
Properties=species:S:1:pos:R:3:forces:R:3:nbo_charge:R:1
C -3.65883 -1.68860 -3.61461 -0.1 0.0 0.0 -0.6521
C -2.29392 -1.62042 -3.01713 0.1 -0.1 0.4 0.2832
N -1.33484 -1.08781 -3.76709 0.0 0.2 -0.5 -0.4870
C -0.12934 -1.03511 -3.23509 -0.1 -0.2 0.4 0.2779
N 0.22221 -1.44951 -2.03203 -0.2 -0.3 -0.1 -0.5214
C -0.71976 -1.98344 -1.26259 -0.4 0.0 -0.2 0.2952
C -2.02412 -2.09104 -1.73339 0.2 0.1 -0.1 -0.3254
H -2.80075 -2.52362 -1.12379 -0.1 -0.1 0.1 0.2217
C -0.30274 -2.43329 0.09593 0.0 -0.1 0.1 -0.6630
H 0.77879 -2.37486 0.17989 0.0 0.0 0.0 0.2531
H -0.75716 -1.79326 0.85176 0.0 0.0 0.1 0.2315
H -0.63210 -3.45459 0.27499 0.0 -0.1 0.1 0.2287
S 1.14448 -0.31666 -4.19872 0.4 0.2 -0.3 0.2742
C 2.55431 -0.69045 -3.10445 -0.4 -0.1 -0.3 -0.6213
C 2.31639 -0.35171 -1.63801 0.4 0.3 -0.1 0.6986
O 2.76516 -1.03254 -0.74654 0.1 0.0 0.3 -0.6149
N 1.70267 0.86410 -1.46710 0.2 0.2 -0.5 -0.4525
N 1.24421 1.45096 -0.34989 -0.2 0.3 0.5 -0.2250
C 1.36740 0.94327 0.81366 0.3 -0.6 -0.5 0.0195
C 0.82126 1.65293 1.95725 -0.4 0.6 0.6 -0.0866
C 0.85738 1.05724 3.21542 0.0 0.0 0.0 -0.1933
C 0.33276 1.73267 4.30726 -0.1 0.7 -1.1 0.0793
C -0.22525 2.99920 4.17809 0.1 -0.3 0.3 -0.1996
C -0.25966 3.58940 2.92618 0.0 -0.1 -0.1 -0.2116
C 0.25440 2.92567 1.82789 0.1 -0.1 0.1 -0.1414
H 0.23261 3.37494 0.84794 0.0 0.1 -0.1 0.2348
H -0.69042 4.57203 2.81049 0.0 0.1 0.0 0.2226
H -0.62021 3.49461 5.05142 0.0 0.0 0.0 0.2483
N 0.36388 1.10401 5.60578 0.0 -0.2 0.5 0.5166
O -0.04922 1.74238 6.55018 -0.1 0.1 0.3 -0.3764
O 0.79660 -0.02645 5.67397 0.1 -0.3 0.1 -0.3770
H 1.28728 0.07652 3.35658 0.0 0.0 0.0 0.2478
H 1.85322 -0.00670 1.01625 0.1 0.0 -0.2 0.2121
H 1.41924 1.36409 -2.30339 0.1 -0.2 0.3 0.4003
H 2.79090 -1.75141 -3.17960 0.0 0.1 0.2 0.2545
H 3.39044 -0.10517 -3.48959 0.0 0.0 0.0 0.2509
H -3.98141 -2.72581 -3.68838 -0.1 -0.1 0.0 0.2295
H -3.64498 -1.24337 -4.60465 0.0 0.0 0.0 0.2394
H -4.37086 -1.15819 -2.98492 -0.1 0.0 0.0 0.2284
```
Positions in Å, forces in eV/Å.

Computed properties:
Energy relative to the best compared isomer or geometry (same formula, charge and spin) in kcal per mole: 50.8
Multiplicity: 1
Orbital gap in hartree: 0.305
SMILES: Cc1cc(C)nc(SCC(=O)N/N=C/c2cccc([N+](=O)[O-])c2)n1
Molar mass in Da: 345.38


[3]
DFT (wB97M-V/def2-TZVPD) results for the molecule C15H15N5OS.

```
37
Properties=species:S:1:pos:R:3:forces:R:3:nbo_charge:R:1
C 0.69140 4.80047 -2.59088 0.1 -0.1 -0.2 -0.6116
H -0.23285 4.63939 -2.03920 -0.1 0.0 0.1 0.2043
H 0.52355 5.61064 -3.29532 0.0 0.1 0.0 0.2294
H 1.46957 5.11324 -1.89728 0.0 0.1 0.1 0.2077
C 1.10582 3.54338 -3.34594 -0.1 0.2 -0.1 -0.4488
C 1.38819 2.38745 -2.46093 -0.1 -0.1 0.3 0.3894
N 1.84838 1.22057 -2.85324 0.1 -0.1 -0.5 -0.4874
C 1.94406 0.49864 -1.71634 -0.3 0.8 0.4 0.1543
N 1.55699 1.15792 -0.63596 0.2 -0.3 0.3 -0.3872
N 1.20713 2.37057 -1.12497 0.1 -0.1 -0.4 -0.3621
H 0.88925 3.09346 -0.49993 0.0 0.0 -0.1 0.4237
S 2.53558 -1.12831 -1.71222 0.2 -0.4 0.2 0.3187
C 2.82142 -1.37478 0.08158 0.0 -0.1 -0.4 -0.6200
C 1.63452 -2.02383 0.78227 0.4 0.2 -0.2 0.6763
O 1.69122 -3.15669 1.19842 0.0 -0.2 0.1 -0.5869
N 0.56351 -1.18853 0.87506 -0.4 0.5 0.0 -0.6390
C -0.67864 -1.45100 1.44500 -0.1 -0.5 0.3 0.2064
C -0.94822 -2.62067 2.12356 0.2 0.1 -0.2 -0.3015
C -2.21498 -2.80341 2.69285 -0.1 0.2 0.0 0.0753
N -3.18277 -1.93293 2.63308 -0.5 -0.4 0.3 -0.4306
C -2.95991 -0.78250 1.96843 0.5 0.2 -0.3 0.1445
C -4.01938 0.14657 1.90083 0.0 0.2 -0.1 -0.1860
C -3.87044 1.32830 1.23291 -0.2 -0.1 0.1 -0.2128
C -2.65473 1.62733 0.60296 0.3 0.0 -0.1 -0.2056
C -1.60633 0.74928 0.65573 0.0 0.2 -0.1 -0.2167
C -1.71844 -0.47733 1.34010 -0.4 -0.2 0.2 -0.0599
H -0.68672 1.00486 0.15362 0.0 0.0 -0.1 0.2011
H -2.55187 2.56108 0.06813 0.0 0.1 -0.1 0.2037
H -4.68434 2.03623 1.18094 -0.1 0.0 0.0 0.2143
H -4.94283 -0.11776 2.39110 -0.1 0.0 0.1 0.2279
H -2.43355 -3.71727 3.23020 0.1 -0.1 0.0 0.1911
H -0.19812 -3.38565 2.21972 0.0 0.0 0.0 0.2595
H 0.69681 -0.26541 0.46972 0.0 -0.1 0.1 0.4368
H 3.05989 -0.40262 0.50998 0.1 0.0 0.0 0.2552
H 3.67527 -2.04736 0.15132 -0.1 0.1 0.1 0.2581
H 2.00197 3.73277 -3.94127 -0.1 0.0 0.0 0.2396
H 0.32043 3.24535 -4.04551 0.1 0.0 0.0 0.2388
```
Positions in Å, forces in eV/Å.

Computed properties:
Energy relative to the best compared isomer or geometry (same formula, charge and spin) in kcal per mole: 2.0
Multiplicity: 1
Orbital gap in hartree: 0.320
SMILES: CCc1nc(SCC(=O)Nc2ccnc3ccccc23)n[nH]1
Molar mass in Da: 313.39


[4]
DFT (wB97M-V/def2-TZVPD) results for a structure of composition C15H15NO3Pb at a distorted geometry.

```
35
Properties=species:S:1:pos:R:3:forces:R:3:nbo_charge:R:1
C 0.96837 -1.56362 -2.01441 -0.6 -0.5 0.3 -0.3682
C -0.43128 -1.51867 -2.29591 0.2 -0.5 0.6 -0.3817
C -1.11599 -2.19468 -1.23987 0.8 0.0 -0.2 -0.3779
C -0.13856 -2.65476 -0.30541 0.1 0.1 -0.8 -0.3541
C 1.15084 -2.28358 -0.79328 -0.8 0.0 -0.4 -0.3598
Pb 0.28097 0.48262 0.20985 3.3 -1.1 0.0 1.1916
C -1.96852 2.05639 -1.28342 0.5 0.7 -0.6 -0.4788
C -0.66634 2.17754 -1.58585 -1.7 1.9 -2.2 0.0031
C 0.33631 2.61963 -2.34769 0.1 -0.7 1.0 -0.4784
N 2.38908 1.12861 -0.02197 -1.4 0.0 0.5 -1.6262
H -2.19112 -2.36362 -1.18101 0.2 0.1 0.1 0.1752
H -0.89388 -1.07365 -3.17699 0.1 0.0 0.2 0.1778
H -0.33872 -3.21825 0.60508 0.1 0.2 -0.2 0.1941
H 2.10423 -2.53776 -0.33393 -0.3 0.3 0.0 0.2028
H 1.75507 -1.14438 -2.63674 -0.1 0.0 0.2 0.1990
H -2.64157 1.41625 -1.87454 0.6 -0.1 0.5 0.2137
H 2.91844 1.44183 0.81788 -0.5 -0.2 -0.3 0.3001
H -2.43752 2.59628 -0.44590 0.5 -0.3 -0.3 0.2033
H 0.13120 3.31643 -3.17415 -0.2 -0.2 0.5 0.1907
H 1.38839 2.34611 -2.16474 -0.6 -0.1 0.1 0.2753
O -1.28670 2.08030 4.47077 0.0 -0.1 0.0 -0.7061
C -0.86498 1.08406 5.25399 0.3 -0.4 -0.1 0.3729
C -0.89376 1.24738 6.65506 -0.1 -0.3 -0.3 -0.3129
C -0.50401 0.19855 7.47964 0.1 -0.2 -0.3 -0.2021
C -0.01080 -0.99092 6.92558 -0.1 0.0 0.0 -0.2999
C 0.07316 -1.13389 5.53947 -0.1 0.2 0.2 -0.1395
C -0.35396 -0.12534 4.68355 0.1 0.6 0.8 -0.2396
C -0.08482 -0.23198 3.21157 0.4 -0.1 -1.6 0.7611
O 0.51992 -1.20494 2.72674 -0.8 1.1 1.0 -0.6507
O -0.48218 0.80401 2.50588 0.1 -0.6 1.5 -0.8173
H -1.06548 1.74808 3.51812 0.1 0.0 0.1 0.5161
H -1.21959 2.20435 7.06082 0.0 -0.2 -0.1 0.2031
H -0.57941 0.30760 8.56127 0.1 0.0 -0.2 0.1885
H 0.32340 -1.80602 7.56366 -0.1 0.2 0.0 0.1911
H 0.49550 -2.02603 5.07937 -0.1 0.2 0.1 0.2339
```
Positions in Å, forces in eV/Å.

Computed properties:
Total charge: -2
Energy relative to the best compared isomer or geometry (same formula, charge and spin) in kcal per mole: 41.7
Multiplicity: 1
Orbital gap in hartree: 0.161
Molar mass in Da: 464.49


[5]
DFT (wB97M-V/def2-TZVPD) results for a structure of composition C15H16AuN10S2.

```
44
Properties=species:S:1:pos:R:3:forces:R:3:lowdin_spin:R:1
Au 0.86403 0.25580 -0.35138 -0.1 0.0 0.0 0.5339
N -1.36638 -1.26428 1.75745 0.0 0.0 0.0 0.0004
C -2.05327 -0.60537 0.83122 -0.1 0.0 -0.1 0.0012
N -3.38049 -0.65227 0.88692 0.0 0.0 0.0 0.0001
C -4.02308 0.02167 -0.05976 0.0 0.0 0.0 -0.0001
N -5.35659 0.00736 -0.05002 0.0 0.0 0.0 -0.0002
N -3.42732 0.73150 -1.04751 0.0 0.0 -0.1 -0.0002
C -2.11911 0.71835 -1.01946 -0.1 -0.1 0.1 0.0021
N -1.35870 0.07856 -0.11964 0.0 0.0 0.0 0.0069
C -1.41385 1.48361 -2.08372 0.1 0.1 -0.1 0.0086
C -2.10733 2.17891 -3.06049 0.0 0.0 0.0 0.0053
C -1.38291 2.86920 -4.01978 0.0 0.0 0.0 -0.0044
C 0.00159 2.84408 -3.97440 0.0 0.0 0.0 0.0048
C 0.62009 2.12491 -2.96483 0.0 0.0 0.0 0.0192
N -0.08140 1.46574 -2.04891 0.1 0.0 0.0 0.1422
H -1.87238 -1.77089 2.46188 0.0 0.0 0.0 0.0000
H -0.35960 -1.24965 1.74474 0.0 0.0 0.0 -0.0001
H -5.84266 -0.50573 0.66337 0.0 0.0 0.0 0.0000
H -5.86347 0.50966 -0.75593 0.0 0.0 0.0 0.0000
H -3.18666 2.16680 -3.05153 0.0 0.0 0.0 0.0010
H -1.89602 3.42147 -4.79537 0.0 0.0 0.0 -0.0003
H 0.59923 3.37008 -4.70501 0.0 0.0 0.0 0.0010
H 1.69732 2.06426 -2.87206 0.0 0.0 0.0 0.0165
N 0.85993 2.30445 2.86434 0.0 0.0 0.0 0.0009
C 1.54496 1.13654 3.00946 0.0 0.0 0.0 0.0074
N 1.45976 0.14854 2.16405 0.0 0.0 0.0 0.0614
C 2.23092 -0.92561 2.56967 0.0 0.0 0.0 0.0081
C 2.89068 -0.74966 3.73716 0.0 0.0 0.0 0.0014
S 2.55885 0.81788 4.37350 0.0 0.0 0.0 0.0056
C 2.23694 -2.11802 1.71656 0.0 0.0 0.0 0.0081
C 2.90313 -3.27551 1.93029 0.0 0.0 0.0 0.0014
S 2.58504 -4.38595 0.65043 0.0 0.0 0.0 0.0056
C 1.56703 -3.20453 -0.09650 0.0 0.0 0.0 0.0074
N 1.47126 -2.08600 0.56516 0.0 0.0 0.0 0.0616
N 0.88926 -3.44872 -1.25210 0.0 0.0 0.0 0.0009
H 0.52862 2.49749 1.93221 0.0 0.0 0.0 0.0006
H 1.16766 3.10703 3.38653 0.0 0.0 0.0 0.0000
H 3.54087 -1.43296 4.25618 0.0 0.0 0.0 0.0002
H 3.55093 -3.54196 2.74784 0.0 0.0 0.0 0.0002
H 1.20483 -4.20001 -1.84157 0.0 0.0 0.0 0.0000
H 0.55495 -2.63100 -1.73735 0.0 0.0 0.0 0.0006
C 2.81876 0.55068 -0.74937 0.0 0.0 0.1 0.9408
H 3.36890 1.34167 -0.25337 0.0 0.0 0.0 0.0749
H 3.37568 -0.16812 -1.33888 0.0 0.0 0.0 0.0749
```
Positions in Å, forces in eV/Å.

Computed properties:
Total charge: +1
Multiplicity: 3
Orbital gap (alpha / beta) in hartree: 0.263 / 0.265
<S²>: 2.008
Molar mass in Da: 597.46


[6]
DFT (wB97M-V/def2-TZVPD) results for the molecule C15H16BNO3 at a distorted geometry.

```
36
Properties=species:S:1:pos:R:3:forces:R:3:nbo_charge:R:1
O 0.99804 0.66720 -1.51475 1.3 0.5 -0.7 -0.6026
O 1.11195 2.02995 6.43427 0.7 -0.2 -0.3 -0.8880
O 3.14659 2.43629 5.18385 -1.6 -0.2 -0.2 -0.8674
B 1.77771 2.10191 5.22152 0.6 0.2 0.7 1.1202
C 0.02152 0.49676 -0.84578 -1.1 -2.0 0.5 0.6944
C -1.51770 -2.67433 -5.22608 -0.1 -0.7 0.5 -0.2276
C -0.63671 -1.63500 -5.03666 0.3 0.1 0.7 -0.1572
C -1.85250 -3.51107 -4.16658 0.7 1.2 0.1 -0.2095
C 0.35919 0.82166 3.46938 -0.6 -0.7 -0.2 -0.1845
C 1.23080 2.92321 2.90395 -0.4 0.8 -0.7 -0.2115
C -0.24477 0.70577 2.23392 0.2 0.5 0.2 -0.1953
C 0.59299 2.83460 1.67014 0.8 0.6 0.2 -0.1433
C -0.12520 -1.39553 -3.76929 0.3 0.6 0.4 -0.2136
C -1.34202 -3.25027 -2.90785 -0.1 -0.6 0.2 -0.2026
C 1.09864 1.91821 3.83192 0.2 0.5 0.5 -0.4090
C -0.13047 1.74000 1.30511 0.3 -1.3 0.4 -0.0214
C -0.48558 -2.19729 -2.68398 0.1 0.0 -0.1 -0.0584
N -0.51645 -0.76684 -0.66373 -1.2 -0.5 0.2 -0.6311
C -0.64893 1.56582 -0.07540 -1.7 0.7 0.2 -0.5209
C 0.04997 -1.94988 -1.29919 0.0 -0.3 0.6 -0.2446
H 0.20697 1.69003 6.48496 0.5 0.3 -0.5 0.5038
H 3.33508 2.51410 4.22928 0.3 -0.1 0.7 0.4889
H -1.91929 -2.88697 -6.18623 -0.2 -0.1 -0.7 0.2095
H -0.30822 -1.02998 -5.85402 0.0 0.3 -0.4 0.2057
H -2.48041 -4.33768 -4.30546 -0.9 -1.0 -0.3 0.2094
H 0.26870 0.02358 4.17614 -0.2 -0.5 0.3 0.2040
H 1.77239 3.84075 3.11946 0.1 -0.1 0.1 0.2128
H -0.78501 -0.18031 1.99537 -0.3 -0.5 -0.2 0.2096
H 0.73471 3.61060 0.95130 0.0 0.5 -0.3 0.2010
H 0.54171 -0.54765 -3.58357 -0.1 -0.4 -0.2 0.2356
H -1.54500 -3.91817 -2.07786 -0.2 0.0 0.0 0.2023
H -1.51505 -0.91265 -0.41727 1.2 0.8 -0.1 0.3936
H -1.74405 1.42430 -0.00222 0.4 -0.2 -0.2 0.2226
H -0.50351 2.45909 -0.63635 0.1 0.8 -0.4 0.2388
H -0.04779 -2.81823 -0.58792 -0.3 0.7 -0.9 0.2037
H 1.10169 -1.79198 -1.37040 0.9 0.3 0.0 0.2323
```
Positions in Å, forces in eV/Å.

Computed properties:
Energy relative to the best compared isomer or geometry (same formula, charge and spin) in kcal per mole: 0.9
Multiplicity: 1
Orbital gap in hartree: 0.357
SMILES: O=C(Cc1ccc(B(O)O)cc1)NCc1ccccc1
Molar mass in Da: 269.11